# 1
45
Properties=species:S:1:pos:R:3:forces:R:3:nbo_charge:R:1 method="wB97M-V/def2-TZVPD" e_tot_ha=-11180.6309 gap_ha=0.1740 charge=-1 spin_multiplicity=1 e_homo_ha=-0.098
C 0.196661 2.583926 -0.563573 0.0794 0.0398 -0.0449 -0.62
C -1.244175 2.189064 -0.922127 -0.0622 -0.0379 0.1927 -0.21
C -1.715540 2.953806 -2.155731 -0.0048 -0.0166 -0.0643 -0.59
C -1.441261 0.687461 -1.145538 -0.0320 -0.1226 -0.0834 -0.40
C -1.242633 -0.226405 0.070177 -0.0259 0.0913 0.0715 -0.23
C -2.094179 -1.488201 -0.056378 0.0627 -0.0705 0.0326 -0.61
C 0.213434 -0.623600 0.313404 0.2483 0.0087 0.0133 -0.05
O 0.686983 -1.367273 -0.771633 -0.0250 -0.0270 -0.1084 -0.59
C 2.132502 -1.372633 -0.972129 -0.3438 0.0183 0.3302 -0.46
C 2.453539 -0.694527 -2.214904 0.2337 0.2219 -0.1470 0.90
F 1.499810 -0.759175 -3.165445 -0.0202 -0.0622 0.0131 -0.35
F 2.773737 0.711178 -2.171983 -0.1283 -0.0752 0.0366 -0.44
F 3.615685 -1.161983 -2.820616 -0.1041 0.0064 -0.0105 -0.39
H 0.916234 1.856677 -0.936913 0.0321 0.0080 -0.0782 0.24
H 0.461675 3.545463 -1.012227 -0.0599 0.0300 0.0697 0.20
H 0.347364 2.679617 0.514220 -0.0087 -0.1052 -0.0297 0.20
H -1.899500 2.465915 -0.083448 0.0205 0.0821 -0.0599 0.18
H -1.102949 2.684733 -3.021309 -0.0106 0.0185 0.0116 0.21
H -2.757084 2.722722 -2.395928 0.0323 -0.0086 -0.0012 0.20
H -1.631638 4.032918 -2.006601 0.0022 -0.0011 -0.0072 0.19
H -2.474419 0.551363 -1.489975 0.0445 0.0014 -0.0440 0.19
H -0.790477 0.339452 -1.956129 0.0022 0.0185 0.0292 0.23
H -1.573277 0.322726 0.962503 0.0181 0.0273 0.0335 0.17
H -2.039990 -2.086073 0.859145 0.0153 0.0111 -0.0626 0.20
H -3.145248 -1.253682 -0.243066 0.0132 0.0330 0.0139 0.19
H -1.711425 -2.094744 -0.878820 -0.0574 -0.0148 -0.0019 0.23
H 0.848691 0.254516 0.488120 -0.0968 0.0109 -0.0424 0.17
H 0.255653 -1.221816 1.243957 0.0155 -0.0061 -0.0391 0.14
H 2.592687 -0.852982 -0.123228 0.1354 -0.1067 -0.1827 0.14
Br 8.124518 -0.181076 -1.028607 0.0213 0.0213 0.0113 -0.06
C 6.682560 -1.484520 -0.843071 -0.0537 -0.0609 0.0391 -0.43
C 5.350771 -0.861151 -0.547312 -0.1042 0.0868 -0.0573 -0.47
Br 5.230553 -0.168108 1.260523 0.1217 0.0529 0.1880 -0.05
H 7.000609 -2.162867 -0.057301 -0.0120 -0.0222 -0.0217 0.22
H 6.637815 -2.010188 -1.793644 -0.0204 0.0299 -0.0138 0.23
H 4.549188 -1.596761 -0.634257 0.0540 -0.0697 0.0339 0.28
H 5.115622 -0.030720 -1.204008 0.0438 -0.0077 -0.0204 0.25
Br -5.350244 -2.776056 2.813850 0.0092 0.0071 0.0002 -0.01
C -5.135050 -1.540918 4.295314 0.0251 -0.0123 -0.0076 -0.45
C -5.221171 -0.101821 3.854613 0.0101 0.0098 -0.0349 -0.46
Br -3.646798 0.453880 2.871203 -0.0409 -0.0164 -0.0100 0.02
H -4.171998 -1.764257 4.744392 -0.0137 -0.0011 0.0258 0.23
H -5.932399 -1.767892 4.999481 -0.0098 -0.0019 -0.0104 0.22
H -5.292289 0.548904 4.723568 0.0141 -0.0040 0.0063 0.22
H -6.072546 0.065107 3.201434 -0.0199 0.0156 0.0311 0.23


# 2
77
Properties=species:S:1:pos:R:3:forces:R:3:lowdin_charge:R:1 method="wB97M-V/def2-TZVPD" e_tot_ha=-1989.6933 gap_ha=0.2716 charge=+2 spin_multiplicity=1 e_homo_ha=-0.494
Ir -0.835701 -0.323172 -0.493648 -0.1122 -0.0391 -0.0810 1.36
O 5.321010 -1.093006 2.973501 -0.0037 -0.0332 -0.0185 0.10
N 4.392449 -1.688687 3.482004 0.0015 0.0795 0.0719 -0.34
O 4.463630 -2.459071 4.408299 0.0067 -0.0209 -0.0309 0.13
C 3.044176 -1.407065 2.945400 0.0019 -0.0308 -0.0234 -0.06
C 2.025506 -1.446524 3.823870 0.0058 -0.0200 0.0088 0.10
C 0.687986 -1.169823 3.397550 -0.0030 0.0018 -0.0041 -0.11
C -0.424472 -1.214897 4.256400 0.0030 -0.0067 0.0068 0.05
C -1.670785 -0.977145 3.739051 -0.0098 0.0105 -0.0033 0.02
C -1.815487 -0.714559 2.371965 0.0158 -0.0272 0.0087 -0.06
N -0.777152 -0.677795 1.550229 -0.0257 -0.0004 0.0098 -0.02
C 0.464513 -0.872398 2.056657 0.0187 -0.0016 -0.0107 -0.15
C 1.560585 -0.804371 1.136743 0.0263 0.0127 0.0057 -0.13
N 1.245744 -0.478157 -0.142130 0.0110 0.1469 0.0442 -0.03
C 2.207895 -0.487295 -1.052510 -0.0172 0.0430 0.0350 -0.11
C 3.530569 -0.788341 -0.732934 0.0055 0.0040 0.0080 0.00
C 3.872274 -1.081647 0.563853 0.0064 -0.0146 -0.0196 0.05
C 2.868332 -1.089365 1.550793 -0.0344 0.0026 -0.0093 -0.04
H 2.223088 -1.704902 4.855918 -0.0025 0.0054 0.0002 0.15
H -0.287764 -1.440638 5.306430 0.0004 0.0045 0.0003 0.14
H -2.552923 -0.999464 4.362438 0.0006 -0.0040 -0.0005 0.13
H -2.783172 -0.568361 1.911416 0.0037 -0.0266 0.0117 0.10
H 1.908248 -0.245968 -2.063769 0.0047 -0.0057 0.0009 0.10
H 4.277721 -0.789356 -1.514019 -0.0037 -0.0012 0.0009 0.13
H 4.894608 -1.305213 0.825242 -0.0022 0.0053 -0.0037 0.12
C -2.485131 0.382033 -4.420666 -0.0210 0.0118 -0.0015 0.02
C -2.188120 0.049923 -2.996247 -0.0412 0.0017 0.0103 -0.25
N -0.997082 0.059675 -2.481591 0.0504 -0.0448 0.0184 -0.16
O 0.095548 0.394430 -3.279020 0.0262 0.0885 0.0038 -0.05
C -3.229533 -0.372292 -2.093925 -0.0153 0.0442 0.0025 -0.26
C -4.646147 -0.603938 -2.500953 -0.0010 -0.0040 -0.0077 0.00
N -2.798395 -0.596482 -0.866342 0.0114 0.0660 0.0044 -0.30
O -3.540710 -1.098736 0.022196 0.0016 0.0051 -0.0417 -0.11
H -1.782688 1.104002 -4.835192 0.0088 -0.0006 0.0076 0.09
H -3.483712 0.806428 -4.495611 -0.0081 -0.0196 -0.0050 0.10
H -2.474355 -0.519696 -5.038834 0.0173 0.0062 -0.0081 0.12
H -0.097594 0.107705 -4.184643 0.0081 -0.0242 0.0102 0.11
H -4.712610 -1.235354 -3.387922 0.0009 0.0003 -0.0002 0.10
H -5.155075 0.337097 -2.720661 -0.0015 0.0007 0.0067 0.10
H -5.173548 -1.091906 -1.686241 0.0011 -0.0028 -0.0004 0.08
C 0.020306 3.687517 -2.413917 -0.0884 -0.0022 -0.0167 0.02
N 1.125726 3.866432 -1.431842 -0.0058 -0.0372 0.0057 -0.16
C 1.159001 5.273190 -0.932843 0.0080 0.0189 -0.0145 0.01
C 1.104347 2.794201 -0.332520 0.0296 -0.0062 0.0620 -0.07
C -0.227603 2.692387 0.345459 -0.0367 0.0335 -0.0828 -0.26
C -0.538329 3.759346 1.198865 -0.0091 0.0186 -0.0059 -0.07
C -1.805150 3.937480 1.717077 0.0034 -0.0112 -0.0123 -0.06
C -2.781885 3.023812 1.359570 -0.0015 0.0108 -0.0068 -0.05
C -2.454469 1.916678 0.589950 0.0051 -0.0451 0.0910 -0.12
C -1.164735 1.664874 0.090101 0.0903 -0.0279 0.0890 -0.20
H 0.137678 4.422660 -3.206311 0.0066 -0.0004 0.0013 0.11
H -0.921604 3.837996 -1.892529 0.0056 0.0241 -0.0027 0.11
H 0.059186 2.678561 -2.814722 0.0394 -0.0223 0.0105 0.08
H 2.004158 3.717869 -1.927828 -0.0094 -0.0040 -0.0178 0.18
H 0.201486 5.505889 -0.478670 0.0116 0.0126 -0.0340 0.10
H 1.336802 5.929803 -1.780973 0.0045 -0.0004 -0.0013 0.11
H 1.960266 5.378033 -0.205780 -0.0004 -0.0040 0.0013 0.11
H 1.902548 3.081137 0.353106 0.0177 -0.0210 -0.0105 0.14
H 1.378757 1.881598 -0.843007 -0.0050 -0.1565 -0.0682 0.09
H 0.240912 4.466236 1.461144 -0.0087 -0.0273 0.0325 0.11
H -2.024322 4.768878 2.372554 0.0003 -0.0045 0.0095 0.12
H -3.798131 3.140397 1.713763 -0.0013 0.0117 -0.0024 0.12
H -3.250560 1.204955 0.429087 0.0028 -0.0259 -0.0285 0.08
N -0.850612 -2.546614 -0.835378 -0.0539 0.0412 -0.0497 0.03
C 0.171551 -3.367632 -0.229546 0.0256 0.0221 0.0290 -0.30
C -0.009681 -3.843958 1.060956 0.0038 0.0246 0.0070 -0.04
C 1.004753 -4.568065 1.671529 0.0097 0.0057 0.0031 -0.06
C 2.191273 -4.818198 0.995291 -0.0033 -0.0028 0.0078 -0.06
C 2.353218 -4.357926 -0.304545 0.0091 0.0009 0.0012 -0.06
C 1.344932 -3.630273 -0.919951 -0.0174 -0.0088 0.0029 -0.05
H -0.892680 -2.722048 -1.836016 0.0227 -0.0278 0.0093 0.12
H -1.765469 -2.796480 -0.458021 0.0113 -0.0142 -0.0112 0.10
H -0.943900 -3.661497 1.581667 -0.0010 -0.0021 0.0005 0.12
H 0.859389 -4.953414 2.672358 0.0001 0.0008 -0.0028 0.12
H 2.974754 -5.394349 1.468978 -0.0044 0.0029 -0.0010 0.12
H 3.261857 -4.579856 -0.848968 -0.0017 0.0046 0.0022 0.12
H 1.464506 -3.285315 -1.941182 0.0056 0.0066 -0.0038 0.12


# 3
92
Properties=species:S:1:pos:R:3:forces:R:3:lowdin_charge:R:1 method="wB97M-V/def2-TZVPD" e_tot_ha=-4678.7420 gap_ha=0.2982 charge=-1 spin_multiplicity=1 e_homo_ha=-0.232
C -2.901353 -1.912390 -1.998122 0.1913 0.0626 -0.7374 -0.11
O -1.850357 -1.060567 -2.402585 0.1829 -0.2209 0.4196 -0.21
C -1.420073 -0.213539 -1.323062 -0.0325 -0.0498 -0.8373 -0.22
C -1.909885 1.183901 -1.624563 0.0321 -0.1357 0.8010 -0.18
C -1.456127 2.267650 -0.639018 0.6904 -0.1453 -0.4086 -0.18
C -0.078166 2.040944 0.007153 -0.0661 0.4859 0.3779 -0.20
C -0.173784 1.555125 1.452241 -0.7427 -0.0574 -0.2230 -0.22
C -0.548786 2.689777 2.395391 0.7786 0.1301 0.2864 -0.21
C -0.354505 2.381950 3.890799 -0.5796 -0.1480 -0.6055 -0.29
C -0.804809 0.987433 4.341018 0.4594 0.2550 0.7313 -0.22
Ga 0.273311 0.367844 5.933511 0.3760 -0.0290 -0.6092 0.19
Cl 1.644387 1.962866 6.741956 -0.2140 -0.0512 0.0075 0.18
C 1.462770 -1.204810 5.400213 -0.3610 0.8560 -0.0642 -0.27
P 2.646826 -0.862174 4.120443 1.2311 -1.1519 0.9745 0.34
O 3.920328 -1.587165 4.286072 0.2184 -0.1018 -0.1053 -0.31
O 1.989997 -1.302193 2.714805 -0.5937 0.6702 -0.0113 -0.15
O 2.994419 0.702596 4.063654 -0.9015 -0.2155 -0.5456 -0.16
N -0.834629 -0.257763 7.464118 -0.6572 0.1686 -0.3591 0.08
C -2.141052 0.114622 7.433765 -1.7511 -1.5020 1.0166 -0.57
O -3.125715 -0.535039 7.762721 1.6380 1.3281 -0.5904 0.09
F -2.300955 1.396900 7.042246 0.2768 -0.1022 0.0006 0.08
C -0.675566 -1.613290 7.733156 -0.4077 -1.5747 -0.7742 -0.55
O -1.047714 -2.568702 7.098471 0.5647 1.4438 1.0058 0.14
F 0.067271 -1.795098 8.840272 -0.0373 0.0343 -0.1301 0.12
H -2.562658 -2.619913 -1.245064 -0.0911 -0.0433 0.3288 0.09
H -3.203226 -2.467791 -2.878289 -0.1511 -0.1535 -0.1541 0.07
H -3.753748 -1.324190 -1.666148 -0.2000 -0.0235 0.3192 0.09
H -0.340567 -0.297064 -1.301188 0.2845 0.1404 0.1182 0.10
H -1.800856 -0.578598 -0.375141 -0.1024 -0.1231 0.2616 0.12
H -1.628381 1.438210 -2.636785 0.2829 -0.0182 -0.2619 0.10
H -2.989478 1.138940 -1.622931 -0.3520 0.0540 -0.1310 0.10
H -2.184074 2.429106 0.145150 -0.2758 -0.0591 0.1834 0.10
H -1.392401 3.192407 -1.197397 -0.2628 0.3033 -0.1055 0.10
H 0.415219 3.008807 0.040603 0.2773 0.1796 -0.0469 0.10
H 0.568484 1.410785 -0.590174 0.0378 -0.2353 -0.1994 0.09
H -0.975405 0.820934 1.509249 -0.0205 -0.3668 -0.0166 0.10
H 0.723462 1.038037 1.777974 0.3257 0.0561 0.0585 0.10
H -1.548581 3.064974 2.208674 -0.3839 -0.1735 -0.1280 0.10
H 0.110587 3.525118 2.158286 0.0704 0.2692 -0.0313 0.10
H 0.672471 2.623223 4.154511 0.2569 -0.1217 0.1045 0.05
H -0.964275 3.091495 4.439178 0.1094 0.3036 0.3037 0.10
H -1.865618 1.030410 4.559792 -0.2381 -0.1799 0.0368 0.05
H -0.657813 0.222578 3.584651 0.0977 -0.0995 -0.1798 0.04
H 2.053833 -1.547701 6.240918 0.2636 0.0285 0.2383 0.04
H 0.839927 -2.034675 5.092707 -0.1796 -0.1789 -0.2088 0.04
H 2.564015 -2.004714 2.400380 0.1783 -0.1764 -0.2255 0.07
H 2.174771 1.204699 3.943116 0.1574 0.4522 0.1479 0.02
C -5.387177 2.955879 -4.552939 -0.0011 -0.0536 0.0461 -0.09
C -4.731449 3.733626 -3.425567 0.2209 -0.0354 -0.2527 -0.31
O -3.490904 3.149743 -3.040118 -0.3425 0.2202 0.0284 -0.09
H -5.551838 1.920710 -4.253225 -0.0281 0.0061 0.0339 0.08
H -6.345368 3.398236 -4.831045 0.0111 0.0071 -0.0194 0.07
H -4.743838 2.940970 -5.435992 -0.0267 0.0650 -0.0264 0.07
H -5.365279 3.731167 -2.540305 0.0603 -0.0033 0.0616 0.11
H -4.566344 4.774752 -3.725323 -0.1306 0.0321 0.0396 0.11
H -2.914121 3.155023 -3.808718 0.0826 -0.0463 -0.0357 0.09
C -3.002805 -2.137817 -7.295324 0.0266 0.0378 0.0248 -0.09
C -3.022723 -3.102934 -6.124488 -0.3254 0.0154 -0.1784 -0.32
O -4.271037 -3.037123 -5.431623 0.2673 0.0137 0.1422 -0.09
H -3.171943 -1.118978 -6.946830 0.0555 0.0062 0.0361 0.07
H -2.046848 -2.175400 -7.820050 -0.0073 -0.0007 -0.0167 0.07
H -3.798105 -2.376733 -8.006299 0.0489 -0.0570 -0.0384 0.07
H -2.244468 -2.850873 -5.406250 -0.0667 -0.0013 0.0896 0.11
H -2.856032 -4.129648 -6.467940 0.1345 0.0222 0.0060 0.11
H -4.959156 -3.267931 -6.060063 -0.1050 -0.0146 -0.0152 0.07
C 2.512250 -2.926097 -3.250287 -0.0108 -0.0064 -0.1166 -0.08
C 2.522428 -1.411589 -3.146881 -0.2999 -0.1663 0.1172 -0.32
O 1.397045 -0.835480 -3.804164 0.0799 0.0188 -0.0648 -0.09
H 2.510063 -3.235272 -4.296935 0.0607 0.0173 -0.0104 0.06
H 3.384388 -3.359490 -2.757761 -0.0166 -0.0056 0.0225 0.07
H 1.612577 -3.335521 -2.784664 0.0326 0.0093 0.0819 0.07
H 3.411000 -1.002847 -3.627205 -0.0288 0.0849 -0.0163 0.10
H 2.525970 -1.100657 -2.096327 0.1409 0.0067 -0.0015 0.11
H 0.601557 -1.176530 -3.377418 -0.1190 0.0627 -0.0467 0.06
C 2.283625 -0.980736 -7.400223 -0.1030 -0.0886 0.0792 -0.09
C 3.521497 -1.821362 -7.151811 -0.1685 -0.0977 -0.2591 -0.32
O 3.201168 -3.205175 -7.010298 0.1174 0.0818 0.2010 -0.09
H 1.576332 -1.101468 -6.579272 0.0596 0.0649 0.0736 0.06
H 2.539209 0.076047 -7.490066 -0.0096 0.0004 -0.0150 0.08
H 1.780621 -1.295820 -8.319070 0.0758 0.0503 -0.0591 0.07
H 4.009667 -1.518196 -6.227213 0.0102 -0.0796 0.0408 0.10
H 4.238415 -1.702933 -7.972285 0.0585 0.1051 0.0660 0.10
H 2.779528 -3.491507 -7.823755 -0.0614 -0.0424 -0.0615 0.07
C 5.569819 1.834869 8.105368 0.0269 0.0158 0.0553 -0.10
C 5.620697 0.331294 7.890209 -0.1666 0.1259 -0.2805 -0.33
O 4.331149 -0.202916 7.654172 0.0838 -0.0920 0.1910 -0.10
H 4.919102 2.074805 8.946693 0.0064 -0.0192 0.0234 0.07
H 6.566224 2.239291 8.302357 -0.0075 -0.0001 -0.0204 0.06
H 5.159019 2.333567 7.225421 0.0361 -0.0066 -0.0297 0.07
H 6.012315 -0.168325 8.776968 -0.0298 -0.0573 -0.0022 0.11
H 6.274363 0.089275 7.043265 0.1139 0.0150 0.0834 0.11
H 3.977882 0.226147 6.866557 -0.1347 0.0052 -0.0095 0.03